This record from the Open Molecules 2025 dataset describes a structure of composition C39H36BBrIIrN7O3 in a non-equilibrium geometry. The level of theory is ωB97M-V/def2-TZVPD.

Each line ends with the Löwdin charge.
Positions of all 89 atoms, in Å:
Ir  -0.440  0.141  0.474  1.2483
C  2.503  1.925  -3.903  0.0049
C  2.251  1.044  -2.740  -0.2616
C  2.900  -0.135  -2.409  0.0569
C  2.361  -0.526  -1.181  -0.2260
N  1.407  0.348  -0.834  0.0231
N  1.348  1.298  -1.775  0.0205
B  0.448  2.529  -1.598  -0.5191
N  0.589  3.022  -0.149  0.0344
N  0.345  2.252  0.927  0.0040
C  0.554  2.997  2.022  -0.2209
C  0.920  4.288  1.624  0.0529
C  0.958  4.257  0.245  -0.2425
C  1.381  5.339  -0.674  -0.0058
C  0.590  2.515  3.392  -0.1806
C  0.331  3.396  4.443  -0.0219
C  0.526  2.991  5.748  -0.0644
C  0.967  1.707  6.028  -0.0711
C  1.198  0.817  4.992  -0.0912
C  1.021  1.221  3.683  -0.1153
N  -1.023  2.132  -1.810  0.0224
N  -1.709  1.462  -0.885  0.0320
C  -2.979  1.336  -1.313  -0.2229
C  -3.089  1.959  -2.563  0.0561
C  -1.832  2.459  -2.840  -0.2607
C  -1.402  3.215  -4.035  0.0026
C  -4.056  0.741  -0.552  -0.1777
C  -4.106  0.855  0.839  -0.1097
C  -5.150  0.289  1.543  -0.1049
C  -6.163  -0.383  0.872  -0.0667
C  -6.136  -0.474  -0.513  -0.0608
C  -5.093  0.084  -1.220  -0.0138
C  2.892  -1.533  -0.276  -0.1774
C  3.326  -2.773  -0.727  -0.0142
C  3.893  -3.670  0.161  -0.0740
C  4.045  -3.333  1.497  -0.0980
C  3.618  -2.094  1.952  -0.0748
C  3.049  -1.199  1.069  -0.0502
H  3.411  1.611  -4.407  0.0918
H  2.613  2.960  -3.588  0.0827
H  1.679  1.873  -4.609  0.0852
H  3.686  -0.619  -2.950  0.1261
H  0.767  3.372  -2.351  0.1124
H  1.152  5.112  2.264  0.1189
H  1.729  6.190  -0.097  0.0902
H  0.557  5.659  -1.305  0.0906
H  2.188  4.997  -1.318  0.0872
H  -0.017  4.393  4.227  0.1156
H  0.352  3.682  6.558  0.1100
H  1.141  1.408  7.050  0.1083
H  1.543  -0.183  5.210  0.1052
H  1.261  0.550  2.868  0.0560
H  -3.970  2.074  -3.158  0.1245
H  -2.274  3.485  -4.622  0.0921
H  -0.749  2.600  -4.650  0.0851
H  -0.866  4.118  -3.758  0.0835
H  -3.337  1.416  1.352  0.0716
H  -5.175  0.368  2.620  0.0980
H  -6.975  -0.831  1.425  0.1066
H  -6.927  -0.986  -1.036  0.1090
H  -5.057  -0.001  -2.293  0.1167
H  3.202  -3.038  -1.766  0.1088
H  4.231  -4.634  -0.189  0.1099
H  4.518  -4.027  2.177  0.1089
H  3.735  -1.828  2.994  0.1104
H  2.737  -0.220  1.405  0.0991
Br  -0.687  -1.054  -3.285  0.9097
C  -0.176  -2.769  -2.676  -0.5714
C  0.773  -3.463  -3.409  -0.1317
C  1.165  -4.724  -3.002  -0.0850
C  0.590  -5.303  -1.883  -0.0694
C  -0.367  -4.613  -1.167  -0.0288
C  -0.756  -3.337  -1.553  -0.1601
C  -1.773  -2.623  -0.667  -0.6431
O  -2.535  -3.325  -0.015  0.0491
O  -1.681  -1.367  -0.648  -0.2302
H  1.197  -3.014  -4.294  0.1014
H  1.923  -5.245  -3.563  0.1099
H  0.888  -6.292  -1.575  0.1059
H  -0.838  -5.056  -0.303  0.1149
N  0.720  -4.025  2.097  0.2375
C  0.050  -2.889  1.875  -0.6018
O  0.481  -2.029  1.121  -0.0855
C  -1.265  -2.780  2.604  -0.4259
I  -1.787  -0.714  2.902  1.2114
H  1.611  -4.160  1.637  0.1061
H  0.372  -4.749  2.704  0.1304
H  -1.251  -3.273  3.573  0.0677
H  -2.054  -3.196  1.963  0.0526

Forces on atoms 1 to 6 (eV/Å):
Ir -0.3 0.6 -3.4
C -0.1 0.1 0.0
C 0.0 -0.3 0.3
C -0.4 0.1 0.4
C 0.0 0.0 -0.4
N -2.0 -0.4 1.1

Summary:
- Total charge: +1
- E_HOMO: -10.815 eV
- Gap between HOMO and LUMO: 6.33 eV